# 1
13
Properties=species:S:1:pos:R:3 method="wB97M-V/def2-TZVPD" lumo_energy_ha=-0.1250 e_above_lowest_ev=4.246
C -0.60 2.24 0.91
C -0.09 0.93 0.30
S 1.59 0.94 -0.10
S -1.36 -1.74 -0.02
C 0.18 -1.64 -0.92
H -0.04 2.44 1.82
H -1.68 2.30 1.03
H -0.40 3.09 0.27
H -0.28 0.09 1.04
H -0.77 0.70 -0.51
H 0.14 -0.90 -1.72
H 0.95 -1.29 -0.18
H 0.41 -2.63 -1.31


# 2
15
Properties=species:S:1:pos:R:3 method="wB97M-V/def2-TZVPD" lumo_energy_ha=0.0323 e_above_lowest_ev=0.423 smiles=CCn1ccnc1
C -2.06 0.17 0.40
C -0.99 -0.29 -0.58
N 0.32 -0.02 -0.09
C 1.24 -0.93 0.34
C 2.41 -0.23 0.36
N 2.26 1.06 -0.09
C 0.99 1.14 -0.36
H -3.04 -0.03 -0.03
H -1.96 -0.42 1.32
H -1.94 1.23 0.64
H -0.92 0.18 -1.58
H -1.12 -1.35 -0.83
H 0.95 -1.94 0.62
H 3.37 -0.58 0.65
H 0.52 2.02 -0.77


# 3
17
Properties=species:S:1:pos:R:3 method="wB97M-V/def2-TZVPD" lumo_energy_ha=0.0319 e_above_lowest_ev=6.082
C -0.66 0.41 -0.83
C 0.29 -0.91 -0.47
C 1.38 0.00 -0.21
C 0.25 0.95 0.28
C -0.22 0.26 1.52
C -0.22 -1.28 0.90
H -0.49 1.78 -2.17
H -1.78 0.56 -0.88
H 0.50 -1.68 -1.27
H 1.99 0.42 -1.07
H 2.13 -0.71 0.37
H 0.43 2.12 0.19
H 0.30 0.09 2.50
H -2.16 -0.16 0.58
H -0.12 -2.29 1.46
N -1.50 -0.54 1.16
O -0.13 0.98 -2.06